Entry 1:
The following is a DFT calculation (wB97M-V/def2-TZVPD) of C25H23Br4N2NiO2S as an isolated structure.

Geometry (Å):
Ni  0.041190  -0.486363  1.309194
Br  -3.873790  -5.994801  3.158271
C  -3.151790  -4.257136  2.964196
C  -3.719080  -3.194890  3.658634
Br  -5.200488  -3.492281  4.806341
C  -3.196465  -1.917869  3.517501
Br  -3.985484  -0.432679  4.409568
C  -2.064766  -1.673622  2.736325
O  -1.485242  -0.537052  2.663315
C  -1.520738  -2.766496  1.942854
O  -0.582656  -2.496301  1.124823
C  -2.079463  -4.039036  2.110991
Br  -1.357543  -5.451507  1.073932
C  2.632653  -1.696776  -5.166552
C  3.340462  -1.504358  -3.991781
C  2.686661  -1.141549  -2.830896
C  1.304650  -0.948899  -2.820338
C  0.604791  -1.160209  -4.010638
C  1.259118  -1.525303  -5.170464
C  0.572206  -0.539644  -1.627109
C  1.034627  -0.390941  -0.383018
C  2.298936  -0.442595  0.290841
C  3.288007  0.566320  0.205375
C  4.400489  0.537623  1.017004
C  4.578747  -0.479419  1.947961
C  3.641203  -1.502614  2.023758
C  2.518211  -1.494500  1.222182
H  3.148054  -1.980032  -6.074121
H  4.412440  -1.651888  -3.984336
H  3.246026  -1.011251  -1.918665
H  -0.470004  -1.049164  -4.011855
H  0.700388  -1.690230  -6.081551
H  -0.486655  -0.366151  -1.805714
H  3.165210  1.369086  -0.506178
H  5.136676  1.328832  0.933986
H  5.439825  -0.475560  2.603432
H  3.789017  -2.309932  2.729808
H  1.822283  -2.331110  1.253378
C  0.615419  2.911983  -1.210240
N  -0.763661  2.940458  -0.779808
C  -1.694346  2.741183  -1.871090
C  -1.061696  2.588524  0.505156
S  0.129906  1.996403  1.536365
N  -2.318746  2.835290  0.957693
C  -2.691121  2.317919  2.255215
C  -3.063531  4.011508  0.560738
H  0.716319  3.583399  -2.063005
H  0.919284  1.899580  -1.497213
H  1.252539  3.252084  -0.397148
H  -1.303223  1.970592  -2.539833
H  -1.806054  3.662599  -2.450506
H  -2.667214  2.426767  -1.502744
H  -2.301319  1.306959  2.366473
H  -3.776321  2.284792  2.330957
H  -2.288993  2.927679  3.067975
H  -2.659467  4.434396  -0.354864
H  -3.005886  4.771763  1.351049
H  -4.119594  3.766413  0.414370

Force components x, y, z for each atom (eV/Å):
-2.213 0.241 -0.982
0.001 -0.153 0.000
-0.722 0.155 0.578
-0.290 -0.908 -0.058
-0.033 0.034 0.018
0.434 0.444 -0.093
0.188 0.018 -0.055
-0.459 -1.431 0.124
1.501 1.287 -0.546
-1.263 0.016 0.969
1.872 1.428 -0.861
0.395 0.307 -0.384
0.150 0.112 -0.066
0.056 -0.004 -0.204
0.121 -0.083 -0.023
0.038 -0.006 0.022
0.238 0.176 -0.325
-0.002 0.074 0.154
0.033 -0.094 -0.142
0.064 0.161 0.681
-1.213 -0.690 0.959
1.475 -0.361 0.254
-0.649 -0.438 -0.076
0.214 0.034 0.269
-0.030 -0.023 -0.051
0.308 0.159 0.201
-0.081 0.050 -0.600
0.028 -0.028 -0.042
0.049 0.012 0.039
0.072 0.023 0.055
-0.138 0.048 0.012
-0.066 0.004 -0.043
-0.119 -0.267 0.166
-0.085 0.095 -0.085
0.008 -0.002 0.016
0.032 -0.021 -0.020
-0.033 -0.040 -0.009
-0.037 0.197 0.029
0.449 0.121 -0.112
-0.190 -0.389 0.569
-0.282 0.164 -0.145
-0.535 0.393 -0.458
0.487 -0.841 0.594
0.598 0.026 -0.314
-0.077 -0.461 0.392
-0.112 0.193 -0.258
-0.004 0.041 -0.079
-0.011 0.206 0.027
0.031 -0.003 -0.139
-0.014 -0.045 0.031
-0.076 -0.030 -0.013
0.017 -0.022 0.004
-0.119 0.020 0.147
-0.072 0.049 -0.083
-0.004 0.112 -0.013
-0.071 0.053 0.057
0.037 -0.103 -0.037
0.107 -0.012 -0.052

Output
Lowest unoccupied orbital energy (spin up / spin down): 2.2 / 2.2 eV
Frontier orbital gap (spin up / spin down): 0.2136 / 0.2135 Eh
Charge: -1

=====

Entry 2:
The following is a DFT calculation (wB97M-V/def2-TZVPD) of CuH26O17S as an isolated structure.

Geometry (Å):
Cu  2.869044  1.684378  -0.405311
S  0.358044  0.323378  -0.348311
O  -0.702956  1.243378  -0.741311
O  0.068044  -1.001622  -0.898311
O  1.672044  0.674378  -0.839311
O  0.363044  0.241378  1.161689
O  -2.182956  0.431378  -2.741311
H  -1.404956  -0.007622  -3.045311
H  -1.849956  0.893378  -1.949311
O  -1.702956  -2.797622  1.595689
H  -1.990956  -2.455622  0.758689
H  -0.798956  -2.457622  1.717689
O  2.052044  0.560378  3.020689
H  1.526044  0.238378  2.244689
H  1.870044  -0.005622  3.757689
O  -0.176956  -1.175622  -3.501311
H  -0.603956  -2.009622  -3.463311
H  0.164044  -1.204622  -2.567311
O  0.680044  -1.951622  2.305689
H  0.566044  -1.138622  1.826689
H  0.829044  -1.768622  3.227689
O  -0.788956  3.637378  -0.381311
H  -0.864956  2.741378  -0.781311
H  -1.567956  3.736378  0.043689
O  -1.670956  0.422378  2.706689
H  -0.825956  0.266378  2.263689
H  -1.735956  -0.316622  3.251689
O  1.686044  1.606378  -3.503311
H  2.038044  1.440378  -2.671311
H  1.335044  2.508378  -3.317311
O  3.443044  -1.099622  -1.498311
H  2.791044  -0.370622  -1.291311
H  3.171044  -1.689622  -0.792311
O  1.499044  3.183378  2.478689
H  1.542044  2.194378  2.567689
H  2.319044  3.380378  2.964689
O  -3.018956  1.817378  0.588689
H  -2.239956  1.545378  0.131689
H  -2.662956  1.983378  1.486689
O  -2.359956  -2.152622  -1.353311
H  -2.992956  -1.413622  -1.191311
H  -1.461956  -1.768622  -1.239311
O  0.607044  -3.492622  -0.465311
H  0.387044  -2.554622  -0.715311
H  -0.229956  -3.920622  -0.399311

Force components x, y, z for each atom (eV/Å):
4.768 4.462 2.241
-5.407 -1.921 2.525
1.808 -1.101 -0.021
0.617 0.699 0.432
-2.069 -1.828 -2.128
1.043 0.892 -2.733
-1.424 1.320 0.881
0.950 -0.848 -0.838
-0.531 -0.309 -0.828
0.001 -0.263 0.669
-0.473 0.170 -0.849
-0.270 -0.466 0.147
0.530 0.299 -0.742
0.443 0.318 0.693
-0.126 -0.320 0.501
1.388 0.420 0.933
-1.100 -1.402 -0.622
0.062 0.629 -1.208
0.717 -1.896 0.660
-0.054 0.753 -0.428
-0.104 0.078 0.321
3.783 -0.088 -2.561
0.352 1.273 0.436
-3.969 0.692 2.235
0.293 1.754 -0.601
-0.426 0.476 -0.285
-0.711 -2.038 1.487
-1.090 2.147 -1.774
0.997 -1.221 2.081
-0.058 -0.798 -0.745
-0.664 1.281 0.603
1.055 -1.558 -1.031
0.209 -0.782 0.080
1.089 -0.945 0.096
-0.531 0.891 0.091
-0.444 0.334 -0.167
-0.791 0.954 1.296
0.703 -0.534 -0.508
-0.475 -0.446 -0.539
-0.239 0.300 0.630
0.950 -0.590 -0.493
-1.175 0.093 -0.133
0.863 1.133 -0.662
0.511 -1.494 0.604
-1.003 -0.522 0.257

Output
Lowest unoccupied orbital energy: 0.2 eV
Energy relative to the best compared isomer or geometry (same formula, charge and spin): 1.913 eV
Frontier orbital gap: 0.2689 Eh
Charge: -1

=====

Entry 3:
The following is a DFT calculation (wB97M-V/def2-TZVPD) of C26H39N2O4P2Pt as an isolated structure.

Geometry (Å):
C  -1.068654  1.357854  -5.524197
C  -1.171807  0.884282  -4.197387
N  -0.188620  1.321442  -3.280987
C  0.607639  2.361443  -3.568533
C  0.556095  2.977341  -4.811579
C  -0.260461  2.445927  -5.810430
C  -2.234398  0.143286  -3.695230
P  -2.311921  -0.241007  -1.969187
Pt  -0.235489  0.678750  -1.385359
P  1.685988  1.772831  -1.047674
C  1.467365  2.932737  -2.448541
O  -1.053444  -2.849638  -4.945958
O  0.566791  -3.577977  -1.974449
H  -1.723903  0.900559  -6.255887
H  1.164147  3.857428  -4.967721
H  -0.273938  2.896885  -6.800268
C  -3.671795  0.892153  -1.556746
C  -2.803448  -1.884025  -1.364738
H  2.466010  3.212825  -2.808173
H  0.992386  3.833270  -2.020956
H  -1.319173  -2.074311  -4.346054
H  -2.859354  -0.397611  -4.453696
C  1.945967  2.669706  0.466794
C  3.151497  0.800952  -1.403293
H  0.268309  -0.784973  -1.478167
H  0.050924  -3.707615  -1.117915
H  -0.059587  -3.175216  -2.611607
H  -0.029538  -2.794661  -5.053540
H  -1.048461  1.985846  -0.740121
H  1.165757  -0.605321  -1.378799
H  -4.549790  0.550537  -2.129268
H  -3.865438  0.901898  -0.483046
H  -3.380896  1.886236  -1.918172
H  -3.726509  -2.204339  -1.880141
H  -2.010099  -2.628299  -1.531855
H  -2.983665  -1.803843  -0.276525
H  3.994799  1.498776  -1.468611
H  3.319956  0.084439  -0.587931
H  3.033928  0.264578  -2.353997
H  2.772565  3.381000  0.321979
H  1.022133  3.186920  0.747228
H  2.191013  1.949115  1.256239
C  3.726088  0.643862  3.626559
C  2.943640  -0.461855  2.964964
C  3.523094  -1.154050  1.901867
C  2.845467  -2.195916  1.262188
C  1.566900  -2.532277  1.685762
C  0.949411  -1.806567  2.712024
N  -0.323232  -2.236285  3.102939
C  -1.455366  -1.486746  3.408423
C  -2.399189  -2.001161  4.316952
C  -3.439801  -1.188772  4.762501
C  -3.571624  0.126424  4.295627
C  -2.677322  0.616145  3.339933
C  -1.655753  -0.205828  2.875828
C  -0.746649  0.294042  1.777299
O  -0.182559  1.387825  1.953092
O  -0.681082  -0.496176  0.757636
C  1.652189  -0.795406  3.401985
C  1.037581  -0.100241  4.572447
H  3.226136  1.618625  3.528061
H  3.878443  0.452727  4.697705
H  4.716152  0.729460  3.163787
H  4.534090  -0.880149  1.594000
H  3.303909  -2.738292  0.438971
H  1.003251  -3.326024  1.190989
H  -0.466302  -3.240061  3.113569
H  -2.270690  -3.022647  4.681378
H  -4.150557  -1.581533  5.493966
H  -4.376566  0.772860  4.655551
H  -2.737603  1.631012  2.945861
H  0.373738  0.707490  4.235523
H  0.455146  -0.786353  5.195436
H  1.806156  0.355706  5.201668

Force components x, y, z for each atom (eV/Å):
-1.624 -2.033 1.437
1.144 1.107 -0.847
-1.424 -0.469 -1.214
1.440 1.262 0.038
-0.449 -0.614 -0.584
1.682 2.079 -0.861
-0.321 -2.497 -1.621
0.312 1.703 0.470
-1.473 1.132 3.985
-0.678 0.823 -0.686
0.321 0.309 -0.068
2.033 1.448 1.252
-1.239 0.175 1.346
-0.045 0.226 -0.027
-0.002 0.028 -0.184
0.016 -0.118 0.263
-0.397 -0.410 -0.038
-0.357 -0.296 -0.391
-0.224 0.205 -0.109
0.151 -0.155 0.020
0.824 -1.378 -1.483
0.217 0.861 0.794
0.541 0.447 0.216
0.539 0.117 0.110
1.985 -3.226 -0.360
0.908 0.294 -1.888
0.336 -0.532 0.460
-2.787 0.081 0.290
0.389 -0.648 -0.614
-1.819 -0.064 -0.326
0.062 0.232 0.382
-0.125 0.093 -0.071
-0.060 -0.302 0.208
0.352 -0.003 0.292
-0.319 0.312 -0.001
0.125 0.101 -0.545
0.077 -0.299 -0.035
0.012 0.160 -0.237
0.031 0.203 0.222
-0.156 -0.125 0.172
0.269 -0.176 -0.080
-0.103 0.219 -0.140
0.198 0.121 0.078
0.007 0.023 -0.085
-0.147 -0.038 0.083
-0.503 -0.162 0.115
0.392 -0.179 -0.444
0.310 -0.259 0.120
-0.855 0.321 0.097
0.594 -0.294 0.170
-0.583 -0.033 0.327
0.233 -0.679 0.021
0.114 0.267 -0.258
0.113 -0.416 0.116
0.388 0.845 -0.134
0.550 0.124 -1.242
-0.576 -0.966 -0.119
-0.223 0.872 1.451
-0.289 0.229 -0.169
-0.038 0.337 0.329
0.043 -0.275 0.069
-0.037 0.065 -0.266
-0.220 -0.005 0.123
-0.276 -0.132 0.026
-0.084 0.083 0.164
0.232 0.210 0.120
0.086 0.014 0.004
-0.117 0.329 0.078
0.275 0.132 -0.280
0.265 -0.327 -0.057
-0.073 -0.305 0.109
0.183 -0.118 0.076
0.055 0.087 -0.085
-0.178 -0.143 -0.084

Output
Lowest unoccupied orbital energy (spin up / spin down): -2.4 / -6.2 eV
2S+1: 5
Energy relative to the best compared isomer or geometry (same formula, charge and spin): 1.281 eV
Frontier orbital gap (spin up / spin down): 0.1511 / 0.1768 Eh
⟨S²⟩: 6.0588
Charge: +1